Entry 1:
162
Properties=species:S:1:pos:R:3 method="wB97M-V/def2-TZVPD" gap_ev=8.438 total_charge=+1 e_lumo_ev=-2.49 total_energy_ha=-6985.2278 relative_energy_ev=0.000
C -5.72 1.90 4.37
C -4.44 1.45 3.54
O -4.87 0.31 2.73
P -3.58 -0.48 2.04
O -4.18 -1.44 1.06
C -2.48 0.70 1.06
C -1.11 0.85 1.80
C -0.03 1.78 1.12
C -0.81 3.09 0.66
N -1.67 3.60 1.77
O 0.86 2.25 2.15
C 1.62 1.21 2.79
C 2.75 1.96 3.60
C 2.48 1.84 5.16
O 3.02 3.06 5.75
C 2.04 3.80 6.41
O 2.02 3.88 7.59
C 2.05 0.00 1.88
C 3.38 -0.74 2.20
F 3.35 -1.88 1.36
F 4.51 -0.07 1.75
C 3.56 -1.29 3.66
F 4.53 -0.49 4.26
F 2.45 -1.19 4.46
C 4.11 -2.76 3.80
F 4.53 -2.86 5.11
F 5.26 -2.99 3.07
C 3.04 -3.92 3.60
F 3.65 -4.92 2.90
F 1.87 -3.54 3.06
F 2.76 -4.48 4.82
N 2.10 0.45 0.46
C 0.84 1.13 -0.02
C 0.03 0.17 -1.02
C -0.12 -1.31 -0.54
C -0.90 -2.17 -1.60
C -0.36 -3.38 -2.19
C -1.13 -4.18 -3.14
C -2.49 -3.82 -3.54
C -3.02 -2.59 -2.97
C -2.25 -1.79 -2.02
P 1.53 2.49 -1.20
C 2.89 1.76 -2.27
O 0.27 2.84 -2.29
O -2.72 -1.38 3.14
C -2.36 -2.69 2.64
C -3.44 -3.79 2.97
H -5.82 3.01 4.35
H -6.60 1.43 3.85
H -5.67 1.46 5.39
H -4.10 2.25 2.83
H -3.60 1.10 4.20
H -2.44 0.25 0.04
H -3.08 1.65 0.98
H -1.35 1.34 2.79
H -0.76 -0.18 2.07
H -0.09 3.93 0.46
H -1.42 2.86 -0.25
H -1.06 4.17 2.38
H -2.31 4.24 1.30
H 0.94 0.78 3.58
H 2.66 3.07 3.40
H 3.80 1.70 3.31
H 3.01 0.99 5.64
H 1.38 1.85 5.36
H 1.28 4.36 5.79
H 1.25 -0.79 1.93
H 2.35 -0.29 -0.22
H 2.88 1.14 0.40
H -0.92 0.64 -1.38
H 0.68 0.13 -1.95
H -0.67 -1.46 0.42
H 0.89 -1.80 -0.45
H 0.65 -3.76 -1.93
H -0.73 -5.12 -3.58
H -3.12 -4.41 -4.23
H -4.06 -2.26 -3.23
H -2.78 -0.89 -1.65
H 3.53 1.01 -1.72
H 2.51 1.24 -3.18
H 3.57 2.58 -2.61
H 0.62 3.52 -2.90
H -2.05 -2.71 1.57
H -1.44 -3.00 3.23
H -4.25 -3.75 2.20
H -3.00 -4.82 2.87
H -3.91 -3.64 3.97
O -4.96 -0.72 10.06
S -5.18 0.64 9.66
O -5.24 1.02 8.28
O -4.11 1.57 10.41
C -2.71 1.27 10.26
C -2.18 1.69 8.90
C -6.62 1.25 10.48
H -2.53 0.20 10.44
H -2.19 1.82 11.04
H -2.63 1.10 8.10
H -1.10 1.55 8.85
H -2.42 2.73 8.71
H -6.56 1.00 11.54
H -7.48 0.78 10.03
H -6.67 2.33 10.34
O 9.80 -1.38 -1.04
S 8.81 -2.20 -1.67
O 7.69 -1.61 -2.36
O 8.26 -3.27 -0.60
C 7.75 -2.78 0.64
C 6.36 -2.17 0.47
C 9.60 -3.34 -2.75
H 8.44 -2.06 1.09
H 7.69 -3.63 1.31
H 6.40 -1.27 -0.13
H 5.94 -1.91 1.44
H 5.69 -2.87 -0.03
H 10.43 -3.82 -2.23
H 9.96 -2.79 -3.61
H 8.87 -4.09 -3.08
O -1.95 8.76 4.30
S -0.91 7.86 4.72
O -0.99 6.45 4.48
O -0.60 8.11 6.27
C -1.68 8.02 7.21
C -2.06 6.57 7.48
C 0.63 8.45 4.09
H -2.54 8.60 6.86
H -1.33 8.48 8.13
H -2.49 6.11 6.60
H -2.81 6.52 8.28
H -1.19 5.99 7.77
H 0.72 9.52 4.30
H 0.64 8.28 3.01
H 1.44 7.90 4.56
O -0.66 -2.45 -6.29
S -1.54 -2.59 -7.42
O -1.86 -3.86 -7.98
O -1.04 -1.61 -8.59
C 0.32 -1.74 -9.05
C 0.49 -2.96 -9.94
C -3.05 -1.74 -7.06
H 1.01 -1.76 -8.20
H 0.54 -0.84 -9.62
H 0.36 -3.88 -9.37
H 1.50 -2.98 -10.37
H -0.24 -2.96 -10.74
H -2.82 -0.75 -6.67
H -3.59 -2.33 -6.32
H -3.64 -1.67 -7.98
O -0.57 -2.80 -13.37
S -1.52 -2.63 -14.43
O -2.91 -2.95 -14.26
O -0.97 -3.37 -15.75
C -0.63 -4.76 -15.66
C -1.87 -5.64 -15.64
C -1.40 -0.98 -15.04
H 0.00 -4.94 -14.79
H -0.04 -4.99 -16.54
H -2.45 -5.49 -14.73
H -1.59 -6.69 -15.69
H -2.52 -5.40 -16.48
H -0.36 -0.73 -15.21
H -1.83 -0.32 -14.29
H -1.97 -0.90 -15.97

---

Entry 2:
18
Properties=species:S:1:pos:R:3 method="wB97M-V/def2-TZVPD" gap_ev=9.804 total_charge=+1 e_lumo_ev=-3.72 total_energy_ha=-327.0684 relative_energy_ev=3.609
C 0.31 1.99 -0.38
C 0.37 0.76 0.14
C 0.44 0.34 1.54
C -0.10 -1.15 1.68
C 0.02 -1.64 0.31
C 0.98 -1.84 -0.55
C 0.20 -0.56 -0.72
N -0.68 -0.26 -1.90
H 0.24 2.18 -1.45
H 0.09 2.84 0.31
H 1.44 0.29 1.90
H -0.17 1.10 2.19
H -1.06 -1.30 2.22
H 0.51 -1.54 2.56
H 1.59 -2.45 -1.02
H -0.90 -1.17 -2.31
H -0.17 0.45 -2.55
H -1.60 0.11 -1.67

---

Entry 3:
52
Properties=species:S:1:pos:R:3 method="wB97M-V/def2-TZVPD" gap_ev=10.888 e_lumo_ev=0.49 total_energy_ha=-1265.4640 relative_energy_ev=0.000
C 13.92 -20.37 -13.21
C 13.23 -21.76 -13.45
O 14.27 -22.60 -13.12
C 14.07 -23.89 -13.09
C 15.31 -24.45 -12.62
O 13.09 -24.58 -13.50
H 14.38 -19.82 -14.03
H 14.85 -20.41 -12.65
H 13.29 -19.66 -12.68
H 12.36 -22.04 -12.85
H 12.94 -21.81 -14.49
H 15.98 -23.73 -12.15
H 15.75 -24.82 -13.55
H 15.16 -25.31 -11.97
C 10.07 -13.72 -8.34
C 9.23 -14.99 -8.14
O 9.77 -15.79 -7.02
C 10.62 -16.83 -7.34
C 11.20 -17.42 -6.03
O 11.06 -17.12 -8.42
H 10.98 -13.97 -8.89
H 10.31 -13.43 -7.31
H 9.53 -12.88 -8.78
H 8.22 -14.67 -7.90
H 9.23 -15.64 -9.02
H 10.48 -18.05 -5.51
H 11.43 -16.83 -5.14
H 11.88 -18.18 -6.41
C 13.81 -17.05 -9.82
C 15.22 -16.57 -9.91
O 16.02 -17.60 -10.41
C 16.60 -18.61 -9.65
C 17.53 -19.43 -10.50
O 16.47 -18.81 -8.45
H 13.61 -17.94 -9.22
H 13.46 -17.37 -10.80
H 13.21 -16.23 -9.43
H 15.32 -15.62 -10.44
H 15.52 -16.30 -8.89
H 16.89 -20.19 -10.96
H 18.22 -20.11 -10.01
H 17.90 -18.75 -11.27
O 14.25 -13.39 -5.74
C 14.75 -14.51 -5.79
O 16.06 -14.83 -5.97
C 16.13 -16.25 -6.06
C 14.67 -16.76 -5.77
O 14.01 -15.59 -5.43
H 16.60 -16.60 -6.98
H 16.72 -16.57 -5.20
H 14.71 -17.54 -5.01
H 14.19 -17.13 -6.69

---

Entry 4:
25
Properties=species:S:1:pos:R:3 method="wB97M-V/def2-TZVPD" gap_ev=5.743 e_lumo_ev=0.32 total_energy_ha=-497.8023 relative_energy_ev=4.773
C -3.10 -1.36 -0.44
C -2.11 -1.63 0.47
C -3.01 -0.05 -0.86
C 3.24 -1.42 -0.84
C -0.65 2.40 0.79
C 2.26 -0.35 -0.39
C -1.60 1.81 -0.23
C 2.17 -0.04 1.02
N -1.46 -0.42 0.70
N -1.98 0.52 -0.15
O 1.16 0.03 1.72
H -3.84 -2.10 -0.95
H -1.65 -2.62 0.61
H -3.17 0.40 -1.81
H 3.03 -1.57 -1.94
H 3.02 -2.33 -0.19
H 4.20 -1.07 -0.67
H -0.62 3.47 0.87
H -0.79 1.98 1.81
H 0.33 2.00 0.43
H 1.31 -0.38 -0.95
H 2.83 0.60 -0.78
H -2.35 2.42 -0.73
H 3.18 0.15 1.47
H -0.39 -0.44 1.06

---

Entry 5:
87
Properties=species:S:1:pos:R:3 method="wB97M-V/def2-TZVPD" gap_ev="6.246 / 6.266" total_charge=+2 e_lumo_ev="-7.09 / -7.35" total_energy_ha=-3505.2396 relative_energy_ev=0.388 spin_multiplicity=2
Re 0.13 1.90 0.23
Te 1.07 -3.07 0.96
C 0.37 -4.15 -0.79
C 0.84 -3.87 -2.07
C 0.30 -4.57 -3.13
N -0.64 -5.48 -2.97
C -1.07 -5.77 -1.77
C -0.58 -5.14 -0.62
C 0.18 -1.24 0.48
P 0.21 0.05 1.77
C 1.55 -0.40 2.91
C 2.77 0.25 2.92
C 3.79 -0.20 3.74
C 3.58 -1.30 4.56
C 2.35 -1.93 4.58
C 1.33 -1.49 3.75
C -1.21 0.14 2.89
C -1.21 1.36 3.58
C -2.15 1.62 4.55
C -3.12 0.66 4.83
C -3.14 -0.54 4.13
C -2.19 -0.81 3.16
P 0.55 -0.17 -0.94
C 2.24 -0.35 -1.55
C 2.54 -0.46 -2.91
C 3.86 -0.57 -3.30
C 4.87 -0.53 -2.35
C 4.58 -0.39 -1.00
C 3.26 -0.32 -0.60
C -0.54 -0.43 -2.35
C -0.53 0.55 -3.34
C -1.29 0.37 -4.48
C -2.03 -0.79 -4.64
C -2.04 -1.76 -3.64
C -1.31 -1.58 -2.49
H 1.61 -3.13 -2.23
H 0.62 -4.40 -4.15
H -1.84 -6.53 -1.72
H -0.93 -5.43 0.36
H 2.92 1.12 2.30
H 4.75 0.30 3.73
H 4.38 -1.65 5.20
H 2.18 -2.77 5.24
H 0.34 -1.95 3.79
H -0.43 2.09 3.37
H -2.13 2.55 5.10
H -3.86 0.86 5.59
H -3.90 -1.27 4.37
H -2.19 -1.75 2.64
H 1.75 -0.47 -3.65
H 4.10 -0.69 -4.34
H 5.90 -0.60 -2.67
H 5.37 -0.34 -0.27
H 3.00 -0.22 0.45
H 0.08 1.43 -3.20
H -1.28 1.12 -5.26
H -2.61 -0.94 -5.53
H -2.62 -2.66 -3.77
H -1.31 -2.32 -1.70
N -3.75 2.86 -0.90
C -4.11 1.54 -0.72
C -5.30 0.87 -0.92
C -5.28 -0.49 -0.71
C -4.13 -1.15 -0.28
C -2.95 -0.48 -0.06
C -2.93 0.89 -0.29
N -1.91 1.81 -0.22
C -2.44 2.97 -0.61
C -1.61 4.14 -0.76
C -1.92 5.44 -1.06
S -0.50 6.40 -1.11
C 0.43 5.02 -0.74
N -0.27 3.92 -0.58
H -4.37 3.59 -1.22
H -6.19 1.38 -1.23
H -6.18 -1.06 -0.89
H -4.17 -2.22 -0.12
H -2.05 -0.99 0.27
H -2.88 5.86 -1.23
H 1.49 5.06 -0.64
N 1.94 2.43 0.52
C 3.03 2.87 0.66
C 4.29 3.27 0.89
C 4.66 4.59 0.58
N 4.88 5.68 0.31
C 5.18 2.33 1.44
N 5.83 1.50 1.89

---

Entry 6:
17
Properties=species:S:1:pos:R:3 method="wB97M-V/def2-TZVPD" gap_ev=9.960 e_lumo_ev=0.97 total_energy_ha=-322.2280 relative_energy_ev=1.545
N -1.95 0.22 -0.41
C -2.33 -0.41 0.94
N -2.00 -1.85 0.91
H -2.17 -0.23 -1.29
H -2.00 1.18 -0.69
H -3.36 -0.26 1.21
H -1.76 -0.02 1.84
H -2.66 -2.54 0.86
H -1.40 -2.05 0.12
N 1.22 1.30 0.12
C 1.87 0.38 -0.88
O 3.25 0.40 -0.72
H 0.66 0.74 0.73
H 1.89 1.48 0.85
H 1.68 0.72 -1.84
H 1.55 -0.60 -0.74
H 3.43 0.85 0.08

---

Entry 7:
103
Properties=species:S:1:pos:R:3 method="wB97M-V/def2-TZVPD" gap_ev=8.055 e_lumo_ev=0.24 total_energy_ha=-5190.8549 relative_energy_ev=7.123
C 1.89 -6.32 8.33
P 1.16 -5.73 6.67
C 2.19 -4.35 5.84
Si -0.96 -5.11 6.89
C -2.08 -6.59 6.26
C -3.68 -6.26 6.27
C -4.41 -6.38 7.74
F -5.26 -5.15 7.93
F -5.39 -7.53 7.69
F -3.50 -6.65 8.87
O -1.33 -3.58 6.12
Si -2.39 -2.58 7.17
N -1.45 -1.60 8.37
C -1.92 -1.87 9.66
O -2.26 -2.18 10.92
H 1.19 -6.07 9.27
H 2.10 -7.49 8.39
H 2.94 -5.81 8.57
H 2.92 -3.78 6.60
H 1.40 -3.57 5.40
H 2.91 -4.74 4.97
H -1.29 -4.97 8.33
H -1.80 -7.61 6.81
H -1.77 -6.75 5.13
H -3.89 -5.19 5.77
H -4.21 -7.05 5.56
H -3.09 -1.66 6.26
H -3.38 -3.40 7.84
C -1.45 -0.81 1.75
C -2.78 -0.24 1.26
C -3.89 -1.03 1.95
S -3.22 -1.60 3.50
O -3.13 -3.04 3.47
O -3.85 -0.88 4.59
C -1.58 -0.93 3.26
H -0.61 -0.17 1.47
H -1.28 -1.80 1.30
H -2.85 0.81 1.54
H -2.87 -0.30 0.17
H -4.77 -0.41 2.14
H -4.18 -1.91 1.36
H -0.84 -1.60 3.70
H -1.54 0.05 3.74
C -1.53 3.66 -2.17
C -0.08 3.33 -2.53
C 0.54 2.63 -1.33
S -0.80 1.81 -0.48
O -0.97 2.43 0.82
O -0.67 0.38 -0.65
C -2.10 2.39 -1.55
H -2.10 3.97 -3.05
H -1.55 4.48 -1.44
H -0.06 2.66 -3.40
H 0.49 4.23 -2.80
H 1.28 1.88 -1.63
H 1.00 3.34 -0.63
H -3.01 2.57 -0.98
H -2.27 1.63 -2.31
C 5.45 0.84 1.29
C 5.59 -0.57 0.71
C 4.20 -1.03 0.30
S 3.27 0.44 -0.10
O 2.20 0.59 0.87
O 3.04 0.49 -1.53
C 4.57 1.60 0.31
H 6.43 1.33 1.41
H 4.97 0.80 2.27
H 6.25 -0.54 -0.17
H 6.04 -1.25 1.43
H 4.23 -1.68 -0.58
H 3.69 -1.54 1.12
H 4.13 2.51 0.74
H 5.11 1.84 -0.61
C -1.20 5.65 -8.09
C -2.31 6.44 -7.41
C -2.48 5.88 -6.00
S -0.88 5.22 -5.53
O -0.99 3.79 -5.39
O -0.31 6.06 -4.50
C -0.07 5.58 -7.08
H -0.87 6.13 -9.02
H -1.55 4.64 -8.33
H -2.03 7.50 -7.35
H -3.25 6.38 -7.97
H -2.77 6.65 -5.29
H -3.20 5.06 -5.98
H 0.66 4.80 -7.30
H 0.44 6.54 -6.98
C 2.57 0.88 -6.86
C 1.65 0.52 -8.02
C 1.53 1.75 -8.91
S 3.04 2.68 -8.69
O 2.72 3.94 -8.05
O 3.82 2.61 -9.91
C 3.76 1.59 -7.48
H 2.89 -0.01 -6.30
H 2.05 1.55 -6.17
H 2.09 -0.31 -8.60
H 0.67 0.18 -7.67
H 1.41 1.49 -9.96
H 0.69 2.39 -8.59
H 4.35 2.17 -6.76
H 4.41 0.89 -8.01